The following is a DFT calculation (ωB97M-V/def2-TZVPD) of the molecule C5H12NP in a non-equilibrium geometry.

The value obtained for the energy above the lowest of the compared OMol25 structures with the same formula, charge and spin is 2.381 eV. The total energy is -16155.650 eV. Its frontier orbital gap is 9.759 eV. For the largest force on an atom, the calculation gives 5.27 eV Å⁻¹. The calculation puts the highest occupied orbital energy at -8.753 eV. The SMILES is C=C(C)N(P)CC.

Bonds (Å) are listed after each position.
Element x y z (Å)
1 P 1.3746 -1.0043 1.6033  N2 1.660, H9 1.414, H19 1.428
2 N 0.6204 -0.2318 0.3418  P1 1.660, C6 1.452, C7 1.640
3 C 0.7498 0.9203 -1.7734  C6 1.556, H15 0.982, H16 1.173, H18 1.083
4 C -1.8335 -0.5183 -0.4464  C7 1.327, H8 1.097, H13 1.162
5 C -1.2919 0.5393 1.7966  C7 1.487, H10 1.143, H11 1.144, H12 1.093
6 C 0.9651 -0.4417 -1.0533  N2 1.452, C3 1.556, H14 1.104, H17 1.033
7 C -1.0071 -0.2108 0.5449  N2 1.640, C4 1.327, C5 1.487
8 H -1.3114 -0.9177 -1.3241  C4 1.097
9 H 1.7943 -2.2231 1.0216  P1 1.414
10 H -1.1599 1.6716 1.7096  C5 1.143
11 H -0.7361 0.2235 2.7451  C5 1.144
12 H -2.3690 0.4352 1.9469  C5 1.093
13 H -2.9605 -0.2780 -0.5986  C4 1.162
14 H 2.0535 -0.6166 -0.9853  C6 1.104
15 H -0.1506 1.2925 -1.6476  C3 0.982
16 H 1.4220 1.7344 -1.2619  C3 1.173
17 H 0.4410 -1.2312 -1.4649  C6 1.033
18 H 0.8994 0.9862 -2.8438  C3 1.083
19 H 2.4998 -0.1296 1.6896  P1 1.428